{"formula": "C2H3NO3", "method": "ωB97M-V with the def2-TZVPD basis set", "lumo_ev": 0.0, "homo_energy_ev": -10.33, "smiles": "O=CCON=O", "fmax_ev_per_a": 4.68, "multiplicity": 1, "gap_ha": 0.378, "energy_ha": -358.34471, "e_above_lowest_kj_mol": 485.63, "species": ["O", "C", "C", "O", "N", "O", "H", "H", "H"], "positions_angstrom": [[-2.17243, -0.75674, 0.24849], [-1.11214, -0.35469, -0.10271], [0.07020, 0.08231, 0.63306], [-0.24543, 0.34361, 1.93941], [-0.28307, -0.79624, 2.73534], [-0.51582, -0.59987, 3.88285], [-0.86203, -0.13771, -1.24420], [0.40251, 0.93963, 0.24797], [0.86457, -0.72106, 0.34855]], "forces_ev_per_a": [[-0.06, -0.22, 0.64], [-0.09, 0.85, -3.89], [-0.12, -4.63, 0.68], [0.31, 0.78, 2.74], [-0.02, -1.17, 1.53], [0.27, 0.55, -2.41], [-0.68, -0.74, 1.25], [1.33, 3.49, -1.68], [-0.94, 1.08, 1.15]], "nbo_charge": [-0.484, 0.437, -0.193, -0.368, 0.358, -0.256, 0.069, 0.220, 0.217]}

{"formula": "C2H3NO2S", "method": "ωB97M-V with the def2-TZVPD basis set", "lumo_ev": -0.8, "homo_energy_ev": -9.25, "smiles": "O=CC(=S)NO", "fmax_ev_per_a": 1.49, "multiplicity": 1, "gap_ha": 0.309, "energy_ha": -681.36339, "e_above_lowest_kj_mol": 251.86, "species": ["O", "C", "C", "S", "N", "O", "H", "H", "H"], "positions_angstrom": [[-0.42852, 0.17326, 2.36189], [-1.02084, 0.20439, 1.31585], [-0.21965, 0.01289, 0.02767], [-0.86542, 0.02061, -1.49762], [1.05685, -0.10916, 0.25031], [2.05590, -0.28745, -0.70243], [-2.10662, 0.33434, 1.22217], [1.42094, -0.06993, 1.19151], [1.55829, -0.22033, -1.54065]], "forces_ev_per_a": [[-0.43, 0.15, 0.17], [0.90, -0.35, -0.09], [-0.61, 0.25, -1.04], [-0.14, -0.04, 0.19], [1.39, -0.19, 0.51], [-1.09, 0.19, 0.55], [0.02, 0.04, -0.14], [0.09, -0.05, 0.01], [-0.13, -0.01, -0.16]], "nbo_charge": [-0.499, 0.402, -0.056, -0.188, -0.225, -0.506, 0.160, 0.417, 0.494]}

{"formula": "C18H54N10O6P3Ti", "method": "ωB97M-V with the def2-TZVPD basis set", "lumo_ev": [-1.9, -7.0], "homo_energy_ev": [-7.70, -9.92], "total_charge": 1, "fmax_ev_per_a": 6.44, "multiplicity": 5, "gap_ha": [0.214, 0.108], "energy_ha": -3590.26958, "s2": 6.0100, "species": ["Ti", "N", "O", "O", "O", "O", "P", "N", "C", "C", "N", "C", "C", "N", "C", "C", "H", "H", "H", "H", "H", "H", "H", "H", "H", "H", "H", "H", "H", "H", "H", "H", "H", "H", "O", "P", "N", "C", "C", "N", "C", "C", "N", "C", "C", "H", "H", "H", "H", "H", "H", "H", "H", "H", "H", "H", "H", "H", "H", "H", "H", "H", "H", "O", "P", "N", "C", "C", "N", "C", "C", "N", "C", "C", "H", "H", "H", "H", "H", "H", "H", "H", "H", "H", "H", "H", "H", "H", "H", "H", "H", "H"], "positions_angstrom": [[0.80872, -3.55651, -3.01664], [-0.88783, -1.47458, -2.21918], [-1.19355, -2.39516, -2.91873], [0.22330, -1.61955, -1.64560], [-1.59103, -0.57252, -2.10804], [2.82572, -3.20205, -4.22566], [3.94121, -2.37857, -3.63986], [5.47901, -2.15100, -4.50112], [5.42971, -2.29195, -5.94721], [6.75412, -2.49276, -3.84181], [4.46232, -2.96469, -2.06480], [3.86383, -2.40501, -0.86094], [4.72618, -4.39223, -1.92691], [3.54319, -0.74524, -3.45879], [2.18264, -0.30531, -3.32184], [4.59225, 0.31805, -3.54299], [4.45701, -1.99322, -6.33800], [5.53692, -3.31504, -6.30760], [6.07118, -1.59194, -6.48255], [7.58395, -1.97591, -4.32383], [7.05352, -3.54061, -3.81990], [6.98941, -2.20087, -2.81831], [4.00037, -2.97580, 0.05757], [4.37269, -1.44605, -0.76319], [2.86353, -2.42140, -1.29365], [5.43727, -4.79069, -2.65057], [5.05361, -4.57493, -0.90343], [3.76002, -4.89654, -1.94476], [2.06296, 0.72238, -3.66479], [1.50186, -0.87094, -3.95801], [2.07827, -0.35921, -2.23819], [4.89127, 0.42306, -4.58590], [5.56861, -0.02880, -3.20458], [4.19332, 1.22290, -3.08451], [-7.36752, -1.31107, 1.44511], [-6.24953, -0.32887, 1.20200], [-6.04724, 0.27181, -0.41041], [-4.65617, 0.51598, -1.02981], [-7.10680, 0.67099, -1.22923], [-4.69873, -0.91392, 1.89186], [-4.36419, -2.34796, 1.69029], [-3.50765, -0.17784, 2.21098], [-6.44780, 1.13967, 2.06622], [-6.04175, 2.42448, 1.59819], [-7.58962, 1.14873, 2.99200], [-4.52670, 0.60180, -2.10869], [-3.99862, -0.29302, -0.71160], [-4.06150, 1.42252, -0.91734], [-7.29147, 1.73453, -1.07802], [-7.98411, 0.04351, -1.07209], [-6.98681, 0.52229, -2.30235], [-5.08030, -2.84468, 1.03564], [-3.31858, -2.50396, 1.42484], [-4.33583, -2.74894, 2.70345], [-3.76364, 0.80151, 2.61526], [-2.85284, -0.63982, 2.94983], [-2.92613, 0.00064, 1.30650], [-5.74761, 3.08538, 2.41354], [-5.16384, 2.34698, 0.95681], [-6.88586, 2.90834, 1.10681], [-7.24233, 0.76216, 3.95015], [-8.31045, 0.42780, 2.60630], [-7.98327, 2.11436, 3.30930], [-0.77643, 3.05373, 2.76989], [0.49043, 2.38918, 2.64971], [0.76668, 0.89028, 3.48549], [-0.24406, 0.47846, 4.45417], [2.06767, 0.26000, 3.81042], [1.78827, 3.31849, 3.13710], [2.03064, 4.51072, 2.29830], [1.96724, 3.55583, 4.54749], [0.77456, 1.75585, 1.13465], [1.99922, 1.33812, 0.60586], [-0.19791, 1.66780, 0.11481], [-1.23874, 0.87895, 4.25839], [0.06312, 0.93989, 5.39269], [-0.40843, -0.57327, 4.68856], [1.76209, -0.78629, 3.81132], [2.49950, 0.41146, 4.79971], [2.77669, 0.42816, 2.99980], [1.06918, 4.98515, 2.10179], [2.55794, 5.28284, 2.85855], [2.40015, 4.16338, 1.33346], [2.41923, 2.67672, 5.00680], [2.61463, 4.40087, 4.78177], [0.95399, 3.59621, 4.94725], [2.19801, 1.71364, -0.39792], [2.76191, 1.80856, 1.22642], [2.05250, 0.24974, 0.63253], [0.15957, 2.12614, -0.80727], [-1.04917, 2.27409, 0.42445], [-0.35741, 0.61477, -0.11712]], "forces_ev_per_a": [[0.05, 1.11, -0.23], [3.47, -2.00, 1.25], [-1.12, -4.86, -3.73], [1.16, 0.31, 0.99], [-3.15, 5.45, 1.35], [-0.26, 0.08, 0.45], [2.88, 1.88, 1.63], [-1.52, -1.27, 1.90], [-0.73, 0.15, -0.52], [1.11, -0.06, -0.24], [1.83, -0.49, -2.34], [-0.18, 0.77, -1.78], [-0.72, 0.17, 0.28], [1.78, -1.41, -1.16], [0.36, 0.46, 0.68], [-0.07, -1.42, -0.82], [-0.39, 0.01, 0.41], [0.49, -0.08, 0.05], [0.63, -0.22, 0.34], [-0.20, 0.06, -0.76], [-0.40, -0.37, -0.51], [-1.39, 0.44, 0.26], [-0.09, -0.28, -0.45], [-0.86, 0.41, 0.49], [-1.10, 1.06, 2.08], [-0.19, 0.00, 0.00], [0.58, 0.04, -0.17], [-0.06, -0.70, -0.47], [0.23, 0.11, 0.06], [-0.14, -0.35, 0.50], [-1.58, 0.23, -0.24], [-0.65, 0.77, -0.34], [-0.35, 0.16, 1.14], [0.42, -0.09, -0.02], [1.90, 2.28, -0.81], [2.70, -3.03, 0.14], [3.44, -0.48, 0.61], [0.58, -0.86, 0.68], [-2.19, 0.04, -0.93], [-2.79, -0.02, -1.75], [-0.34, 0.25, 1.10], [0.05, 1.86, -0.49], [-1.48, 0.55, 0.72], [1.22, 0.48, -0.12], [0.40, -0.58, 0.57], [-1.57, -1.06, -0.44], [-0.11, 0.02, -0.03], [-0.64, 0.74, 1.68], [-0.51, 0.21, -0.06], [-0.31, 0.38, 0.65], [0.91, 0.02, 0.03], [0.24, -0.14, 0.21], [-0.09, 0.43, -0.97], [-0.65, -0.58, -0.02], [0.04, 0.12, 0.08], [-0.40, -0.44, 0.02], [0.40, -0.02, 0.00], [-0.18, -0.15, 0.36], [-0.29, 0.01, -0.21], [-0.07, 0.06, -0.33], [0.23, -0.56, 0.05], [-0.32, 0.22, 0.20], [0.08, 0.25, -1.02], [-2.75, 0.47, 0.32], [3.90, -3.35, -0.05], [-0.87, 0.53, 0.96], [-0.16, 1.30, 1.01], [-1.26, -0.43, -1.08], [1.17, 0.38, -1.59], [-1.49, -0.43, 0.02], [-0.75, -1.42, 0.64], [-0.45, 2.35, -0.27], [2.04, -0.02, 1.08], [-1.21, 0.58, -0.28], [0.13, 0.23, -0.41], [-0.31, -0.16, 0.66], [0.66, -0.37, -0.69], [0.63, -0.37, -0.13], [-0.07, 0.73, 0.12], [0.09, 0.03, 0.34], [-0.24, 0.21, -0.25], [0.70, -0.44, -0.43], [0.63, 0.57, 0.10], [0.18, -0.02, 0.11], [-0.42, 0.08, -0.22], [0.16, 0.80, 0.89], [-0.31, -0.07, -0.24], [0.58, -0.54, 0.03], [0.45, -0.23, -0.24], [0.14, 0.12, -0.22], [-0.55, -0.62, -0.14], [-0.71, -0.01, -0.07]], "lowdin_spin": [2.695, 0.012, 0.058, 0.049, 0.011, 0.071, 0.011, 0.000, 0.000, 0.000, 0.002, 0.020, 0.009, 0.001, 0.011, 0.000, 0.000, 0.000, 0.000, 0.000, 0.000, 0.000, 0.000, 0.001, 0.021, 0.000, 0.000, 0.016, 0.001, 0.007, 0.001, 0.000, 0.000, 0.000, 0.012, 0.005, 0.201, 0.018, 0.025, 0.033, 0.005, 0.003, 0.467, 0.054, 0.052, 0.004, 0.002, 0.008, 0.011, 0.002, 0.004, 0.000, 0.003, 0.000, 0.000, 0.001, 0.001, 0.015, 0.002, 0.025, 0.028, 0.016, 0.002, 0.000, 0.000, 0.000, 0.000, 0.000, 0.000, 0.000, 0.000, 0.000, 0.000, 0.000, 0.000, 0.000, 0.000, 0.000, 0.000, 0.000, 0.000, 0.000, 0.000, 0.000, 0.000, 0.000, 0.000, 0.000, 0.000, 0.000, 0.000, 0.000]}

{"formula": "C2H22O9", "method": "ωB97M-V with the def2-TZVPD basis set", "lumo_ev": 0.3, "homo_energy_ev": -10.70, "smiles": "C=C.O.O.O.O.O.O.O.O.O", "fmax_ev_per_a": 4.28, "multiplicity": 1, "gap_ha": 0.403, "energy_ha": -766.44951, "e_above_lowest_kj_mol": 278.51, "species": ["C", "C", "H", "H", "H", "H", "O", "H", "H", "O", "H", "H", "O", "H", "H", "O", "H", "H", "O", "H", "H", "O", "H", "H", "O", "H", "H", "O", "H", "H", "O", "H", "H"], "positions_angstrom": [[2.61494, 0.61867, -1.27306], [3.22652, -0.47380, -0.87270], [1.98872, 0.69656, -2.21988], [2.32710, 1.45655, -0.66032], [3.34091, -1.38784, -1.62521], [3.85978, -0.48983, 0.06719], [0.29269, 0.20698, -3.51696], [0.12001, 1.06198, -3.15912], [1.03781, -0.14893, -2.98090], [-3.19485, -1.41372, 1.46328], [-3.34762, -2.21520, 1.03921], [-3.42550, -0.64636, 0.96407], [0.73594, -2.75218, -1.47679], [1.65303, -2.71296, -1.65056], [0.44446, -2.58103, -2.31261], [-0.67398, -1.09743, 0.69402], [-1.66024, -1.17971, 0.78763], [-0.51557, -1.62142, -0.08944], [-2.15583, 0.36873, 2.72405], [-1.65963, 0.41242, 3.49659], [-1.90401, -0.36301, 2.09421], [2.10057, 0.20376, 3.57079], [2.76010, 0.16363, 2.87191], [1.72204, 1.08076, 3.31023], [0.27996, 1.38565, 1.10225], [0.55392, 0.57824, 0.69457], [-0.27123, 0.90040, 1.73633], [-3.30546, 0.59335, -0.07857], [-3.45401, 1.54387, -0.05525], [-3.27400, 0.28438, -0.93424], [-0.19518, 2.24310, -1.44159], [0.38356, 2.99124, -1.72607], [-0.40496, 2.29312, -0.54308]], "forces_ev_per_a": [[-2.38, 0.31, -1.29], [1.90, -1.79, -0.81], [1.69, -0.19, 1.34], [0.74, 0.25, 0.50], [-0.11, 2.01, 1.84], [-1.12, -0.25, -1.15], [0.93, -1.76, -0.40], [-0.38, 0.95, 0.80], [-1.22, 0.32, -0.69], [0.63, -0.30, 2.18], [-0.77, -1.91, -1.39], [-1.02, 1.04, -1.03], [0.01, -0.65, 3.08], [1.89, -0.06, 0.53], [-2.13, 0.72, -3.64], [-0.89, -0.23, -0.09], [1.08, -0.17, -0.08], [0.70, -0.34, -0.43], [-0.97, 0.26, -2.83], [1.55, -0.44, 1.86], [-0.09, 1.15, 2.32], [-0.33, 1.55, -0.67], [0.30, -0.57, 0.02], [-0.02, -0.97, 0.60], [-0.16, 0.40, 1.09], [0.72, -0.80, -1.29], [-0.59, 0.89, 0.37], [-0.25, 1.26, 2.80], [0.07, -0.17, -0.17], [0.14, -0.60, -3.14], [1.07, 0.73, -3.72], [-0.92, -0.80, 0.90], [-0.07, 0.17, 2.61]], "nbo_charge": [-0.384, -0.396, 0.168, 0.213, 0.179, 0.211, -0.945, 0.488, 0.457, -0.952, 0.478, 0.504, -0.924, 0.466, 0.463, -1.005, 0.466, 0.493, -0.980, 0.472, 0.494, -0.933, 0.460, 0.472, -0.986, 0.489, 0.492, -0.947, 0.504, 0.483, -0.984, 0.474, 0.509]}

{"formula": "C3H3NO2S", "method": "ωB97M-V with the def2-TZVPD basis set", "lumo_ev": -1.1, "homo_energy_ev": -9.51, "fmax_ev_per_a": 9.08, "multiplicity": 1, "gap_ha": 0.308, "energy_ha": -719.33983, "e_above_lowest_kj_mol": 631.26, "species": ["C", "C", "C", "H", "H", "H", "N", "O", "O", "S"], "positions_angstrom": [[-1.92725, -2.06204, -0.54410], [0.89401, 0.58944, -0.07915], [0.65029, 0.40634, 1.40630], [-1.91610, -2.76207, -1.73681], [-2.51788, -2.56787, 0.23767], [-0.37232, 0.80342, 1.83380], [-1.53709, -0.69286, 0.00068], [1.75436, 1.40025, -0.42370], [1.58375, 0.52465, 2.23727], [-0.55258, 0.02343, -1.22164]], "forces_ev_per_a": [[0.45, 4.09, 1.01], [0.22, 2.22, -1.93], [1.51, 3.20, 4.59], [0.58, 2.97, 3.77], [0.13, 0.15, -0.60], [1.17, -1.50, -1.27], [-0.93, -7.91, -4.35], [-2.24, -2.80, 0.44], [-2.56, -1.46, -2.93], [1.68, 1.04, 1.27]], "nbo_charge": [-0.069, 0.347, 0.280, 0.232, 0.183, 0.177, -0.582, -0.463, -0.447, 0.342]}

{"formula": "H3NO3PS", "method": "ωB97M-V with the def2-TZVPD basis set", "lumo_ev": 4.0, "homo_energy_ev": -4.31, "total_charge": -1, "fmax_ev_per_a": 3.91, "multiplicity": 1, "gap_ha": 0.306, "energy_ha": -1021.88773, "e_above_lowest_kj_mol": 1.44, "species": ["N", "O", "O", "O", "P", "S", "H", "H", "H"], "positions_angstrom": [[0.62284, -0.28416, 0.80666], [-0.62138, -2.49803, 0.55190], [0.63907, 1.48051, -1.24498], [-1.22083, -0.69966, -1.01275], [0.87785, 1.28300, 0.43890], [-1.02666, -1.11663, 0.43244], [-0.25005, 0.93257, -1.37082], [1.46026, -0.69111, 0.61950], [-0.48110, 1.59351, 0.77916]], "forces_ev_per_a": [[-2.77, 0.86, 0.75], [0.07, -1.43, 0.16], [-2.15, -1.49, 0.88], [-0.03, -0.16, 1.32], [-1.09, 1.78, -1.19], [0.88, 1.72, -1.55], [2.29, 1.07, -0.09], [2.59, -2.88, -0.51], [0.20, 0.53, 0.23]], "nbo_charge": [-1.229, -1.020, -1.050, -1.060, 0.980, 1.644, 0.516, 0.363, -0.144]}

{"formula": "C3H7N3S", "method": "ωB97M-V with the def2-TZVPD basis set", "lumo_ev": 0.5, "homo_energy_ev": -8.40, "smiles": "CC(=S)N/C=N\\N", "fmax_ev_per_a": 3.55, "multiplicity": 1, "gap_ha": 0.326, "energy_ha": -680.88276, "e_above_lowest_kj_mol": 261.17, "species": ["C", "C", "S", "N", "C", "N", "N", "H", "H", "H", "H", "H", "H", "H"], "positions_angstrom": [[-0.85816, 0.14988, 1.43221], [-0.71396, -0.35250, 0.01986], [-1.74806, -1.53886, -0.48881], [0.04543, 0.39107, -0.85761], [0.93918, 1.57356, -0.61529], [1.93115, 1.43175, 0.13648], [2.15984, 0.13354, 0.68025], [-1.50951, -0.39570, 2.09589], [-1.34220, 1.19154, 1.11393], [0.21208, 0.25311, 1.95616], [0.01710, -0.06270, -1.75475], [0.56330, 2.50376, -0.98778], [3.16629, -0.19159, 0.68127], [1.70469, -0.59690, -0.01834]], "forces_ev_per_a": [[2.11, 2.77, -0.42], [-1.00, 0.27, 0.44], [0.70, -0.06, -0.33], [0.14, 0.12, 0.32], [-1.93, -2.90, 0.66], [1.74, -0.88, 0.69], [-0.15, -1.79, -2.67], [-0.25, -0.27, -0.39], [1.06, -1.67, 1.61], [-2.43, 0.22, -1.21], [0.07, 0.43, -0.58], [0.28, 0.42, -0.18], [-1.23, 1.61, 0.09], [0.90, 1.72, 1.97]], "nbo_charge": [-0.701, 0.116, -0.139, -0.682, 0.181, -0.206, -0.664, 0.249, 0.233, 0.258, 0.418, 0.206, 0.381, 0.349]}

Sequential M output: 89.0 105.1 647.5 190.2 117.1 128.1 117.2 g mol⁻¹